Record 1
Entry from the OMol25 dataset: a molecular structure, C5H12O3Yb at a distorted geometry (wB97M-V/def2-TZVPD).

XYZ file:
```
21
C5H12O3Yb (wB97M-V/def2-TZVPD)
C -4.54670 0.00183 -1.22169
O -4.25710 1.32362 -0.84674
H -3.64823 -0.53267 -1.58036
H -4.96451 -0.58616 -0.38585
H -5.28091 0.02065 -2.03781
H -3.81587 1.34677 0.06004
C -1.28468 0.26525 0.85489
O -0.09682 -0.13745 0.57333
C 0.72737 0.70741 -0.26529
C 2.16861 0.65367 0.16427
O 2.54451 -0.66843 0.49358
C 3.94945 -0.83557 0.60728
H -1.70897 -0.52790 1.50846
H 0.36002 1.73758 -0.19600
H 0.59134 0.33482 -1.28739
H 2.32787 1.31479 1.03328
H 2.78718 1.02424 -0.66922
H 4.13696 -1.88387 0.87260
H 4.43897 -0.60789 -0.35101
H 4.35191 -0.18249 1.39521
Yb 1.21961 -2.76823 1.27842
```

Calculated values
Calculated total energy in Ha: -1581.6700
2S+1: 2
Total charge: +1
Energy relative to the best compared isomer or geometry (same formula, charge and spin) in kJ/mol: 0.0
<S²>: 0.75

---

Record 2
Entry from the OMol25 dataset: a molecular structure, C4H6CrO3 at a distorted geometry (wB97M-V/def2-TZVPD).

XYZ file:
```
14
C4H6CrO3 (wB97M-V/def2-TZVPD)
O -0.80581 0.20840 0.89893
C -0.79561 -1.04765 0.50140
O -1.22704 -1.94683 1.19670
C -0.40655 1.30006 -0.04195
H -1.32746 1.90433 -0.11007
C 0.64781 2.12958 0.66846
H 0.33941 2.47386 1.67286
H 1.60039 1.58652 0.77633
H 0.85701 3.02309 0.05850
Cr 0.16084 0.27536 -1.87442
O 0.02839 -1.25532 -0.60234
C 0.38885 -2.50710 -1.25923
H -0.52657 -3.12228 -1.33139
H 1.06634 -3.02202 -0.55376
```

Calculated values
Calculated total energy in Ha: -1426.0186
2S+1: 5
Energy relative to the best compared isomer or geometry (same formula, charge and spin) in kJ/mol: 13.7
<S²>: 6.14

---

Record 3
Entry from the OMol25 dataset: a molecular structure, C38H50Cl2NO6P2V (wB97M-V/def2-TZVPD).

XYZ file:
```
100
C38H50Cl2NO6P2V (wB97M-V/def2-TZVPD)
V -0.49537 -1.67424 0.69697
C -1.15120 3.79178 3.21381
C -1.35433 2.59983 4.10944
C -1.66099 2.81471 5.44977
C -1.80460 1.76210 6.34181
C -1.61793 0.46112 5.90901
C -1.31380 0.22562 4.57630
C -1.21351 1.27347 3.66285
P -0.82675 0.75924 1.95346
C 0.54305 1.85891 1.46487
C 0.40578 2.78639 0.43844
C 1.46570 3.59155 0.06417
C 2.68364 3.46172 0.71091
C 2.83003 2.52998 1.72440
C 1.77316 1.71541 2.11884
C 1.97662 0.72695 3.23433
C -2.25264 1.20572 0.92500
C -3.38613 1.86888 1.38454
C -4.53353 1.94652 0.61051
C -4.54566 1.32535 -0.63503
C -3.43425 0.64333 -1.09011
C -2.25319 0.55664 -0.33257
C -1.10084 -0.22751 -0.77633
H -1.54454 4.69091 3.69159
H -1.63343 3.67392 2.24538
H -0.08915 3.94472 3.00991
H -1.77814 3.83533 5.79826
H -2.04952 1.96461 7.37841
H -1.70062 -0.37341 6.59318
H -1.11849 -0.78453 4.23545
H -0.53892 2.86066 -0.08718
H 1.35592 4.28583 -0.75843
H 3.53014 4.06193 0.40126
H 3.79350 2.40311 2.20695
H 3.02228 0.41745 3.27418
H 1.37048 -0.17448 3.11699
H 1.71684 1.16468 4.20333
H -3.39040 2.29841 2.37948
H -5.40943 2.46348 0.98238
H -5.43878 1.36091 -1.24974
H -3.46351 0.14055 -2.05046
H -0.17403 0.36163 -0.81474
H -1.24213 -0.64435 -1.77625
Cl 1.95800 -1.46570 0.70660
C 0.98789 -2.46180 -0.52711
H 1.34914 -3.48862 -0.47320
H 1.18987 -2.00544 -1.49525
C -1.55930 -3.96619 -1.56205
C -2.44008 -3.76289 -0.36916
C -3.60398 -4.43555 -0.08510
C -4.10363 -3.89075 1.12643
C -3.21456 -2.92145 1.52057
C -3.31040 -2.05126 2.73079
N -2.17591 -2.83509 0.62185
H -2.12173 -4.48711 -2.33984
H -0.67480 -4.56853 -1.33339
H -1.20563 -3.01895 -1.97043
H -4.04086 -5.21361 -0.69454
H -5.00727 -4.16113 1.65342
H -4.18198 -2.34759 3.31833
H -3.43140 -0.99369 2.47163
H -2.42907 -2.14569 3.36131
C -1.01923 0.84352 -4.97369
C 0.21942 1.56165 -4.44595
C -0.18529 2.54558 -3.35067
C 0.94468 2.27970 -5.58167
O 1.04198 0.51957 -3.92626
P 2.30382 0.78945 -2.92455
O 3.14296 1.92482 -3.42652
O 1.82309 0.77371 -1.51761
O 3.02717 -0.63884 -3.24563
C 4.42197 -0.85485 -3.04705
C 5.20636 -0.25157 -4.20877
C 4.57458 -2.37319 -3.02860
C 4.88545 -0.26866 -1.71486
H -1.72983 1.55790 -5.39731
H -1.50412 0.30403 -4.15985
H -0.73494 0.12623 -5.74549
H -0.77428 3.35883 -3.78530
H 0.69704 2.96753 -2.87023
H -0.77869 2.03931 -2.58790
H 0.29521 3.04348 -6.01975
H 1.21581 1.56107 -6.35841
H 1.85697 2.73798 -5.20370
H 4.89085 -0.71046 -5.14856
H 6.27715 -0.42892 -4.07316
H 5.01237 0.81857 -4.26200
H 4.19175 -2.79575 -3.95886
H 4.00408 -2.79360 -2.19959
H 5.62468 -2.65570 -2.91662
H 4.73092 0.80987 -1.69716
H 5.94976 -0.47880 -1.57128
H 4.31678 -0.70362 -0.89262
Cl 0.21747 -6.20813 3.13897
C 0.05386 -4.63416 2.29734
C -0.05160 -3.42720 3.23122
O -0.03884 -3.54313 4.44681
O -0.14566 -2.31544 2.59665
H -0.83195 -4.69290 1.66710
H 0.93261 -4.52164 1.66540
```

Calculated values
Calculated total energy in Ha: -4531.5798
2S+1: 3
Total charge: -2
Energy relative to the best compared isomer or geometry (same formula, charge and spin) in kJ/mol: 59.3
<S²>: 2.02

---

Record 4
Entry from the OMol25 dataset: a molecular structure, C26H53AlNO22S5 at a distorted geometry (wB97M-V/def2-TZVPD).

XYZ file:
```
108
C26H53AlNO22S5 (wB97M-V/def2-TZVPD)
C -0.15333 1.58928 -0.75340
C 1.14157 1.37407 -1.08179
C 1.51364 0.62533 -2.31705
Al 1.61346 -1.40658 -1.96902
C 1.58394 -2.47386 -3.69270
C 2.90522 -2.40641 -4.52864
C 3.75100 -3.69777 -4.38465
C 4.57095 -3.73629 -3.05256
C 4.41550 -5.11898 -2.37456
C 4.45842 -5.11323 -0.81806
O 5.16541 -4.01907 -0.27005
C 4.47419 -3.38920 0.79239
C -0.07053 -1.86397 -0.87862
C 0.27873 -1.69910 0.62953
C -0.14604 -2.88065 1.51245
C 0.32177 -4.23818 0.90289
N -0.87219 -4.95610 0.38950
C -0.69987 -5.64437 -0.81707
C 0.66782 -6.06672 -1.33191
O -1.69538 -5.95725 -1.47091
H -0.52773 1.51821 0.26565
H -0.83162 1.85637 -1.55702
H 1.94162 1.74162 -0.43214
H 0.72460 0.81893 -3.06352
H 2.47263 0.97987 -2.73549
H 2.88649 -1.75160 -1.03276
H 0.77979 -2.13752 -4.36185
H 1.35046 -3.52615 -3.46219
H 3.50525 -1.53252 -4.24256
H 2.65395 -2.32332 -5.59557
H 4.44475 -3.82042 -5.22486
H 3.03521 -4.52551 -4.41084
H 5.62052 -3.60594 -3.33561
H 4.31725 -2.91046 -2.38835
H 5.26729 -5.73055 -2.69334
H 3.48447 -5.61540 -2.65827
H 3.42844 -5.18292 -0.44678
H 4.98731 -6.02831 -0.50589
H 4.94057 -2.41289 0.93300
H 3.41095 -3.26361 0.57506
H 4.56392 -3.95652 1.73478
H -0.82785 -1.13640 -1.19249
H -0.43831 -2.86323 -1.14536
H -0.23757 -0.80057 0.98819
H 1.35339 -1.50853 0.74699
H -1.20792 -2.88037 1.78020
H 0.40766 -2.77990 2.45847
H 0.73777 -4.82792 1.72493
H 1.04391 -3.97041 0.13322
H -1.65612 -4.32817 0.24750
H 0.51763 -6.46680 -2.33246
H 1.20136 -6.76239 -0.68181
H 1.26473 -5.15676 -1.47198
C -3.11050 5.88193 1.15905
C -3.79099 4.53847 1.26063
O -4.13030 4.21145 -0.09491
S -3.01578 4.80834 -1.08355
O -2.10152 3.77845 -1.40351
O -3.67485 5.57245 -2.08897
O -2.32188 5.81584 -0.03514
H -3.84226 6.68631 1.04583
H -2.47370 6.09063 2.00670
H -4.68173 4.56847 1.88131
H -3.11101 3.77175 1.63839
C 2.91167 5.96703 -0.67635
C 2.26127 7.27137 -1.08774
O 0.86038 7.04977 -0.90413
S 0.63233 6.04491 0.32978
O 0.34510 6.81399 1.49701
O -0.20151 4.99482 -0.09959
O 2.14782 5.51898 0.44673
H 2.83509 5.21478 -1.46431
H 3.95494 6.09396 -0.39775
H 2.47114 7.53745 -2.12026
H 2.56582 8.09109 -0.43155
C -0.57607 -7.48565 4.25962
C -1.65381 -6.42719 4.20343
O -1.56924 -5.75833 5.47073
S -0.04390 -5.75053 5.96709
O 0.54436 -4.50631 5.63171
O -0.00208 -6.27024 7.28665
O 0.51335 -6.86100 4.94939
H -0.89731 -8.35193 4.84288
H -0.26378 -7.81114 3.27061
H -2.64510 -6.84830 4.06092
H -1.45297 -5.69653 3.41611
C -4.92435 2.58139 -3.25270
C -5.71014 2.08165 -4.44526
O -5.41396 0.68475 -4.51534
S -5.18245 0.11215 -3.02786
O -6.39167 -0.48246 -2.57876
O -3.94985 -0.57806 -3.00399
O -5.01750 1.52660 -2.28733
H -3.87161 2.72695 -3.50344
H -5.32839 3.50524 -2.84639
H -5.42747 2.57874 -5.36947
H -6.78626 2.19273 -4.28709
C -0.72265 8.48629 4.76232
C -0.59244 7.17338 5.50284
O -1.93016 6.86538 5.92643
S -2.96968 7.41878 4.84131
O -3.32116 6.35684 3.96777
O -3.94251 8.20553 5.50486
O -1.96069 8.37950 4.05128
H -0.79615 9.32928 5.45318
H 0.09765 8.65497 4.06944
H 0.07231 7.23907 6.35963
H -0.25295 6.37539 4.83911
```

Calculated values
Calculated total energy in Ha: -4965.7144
Total charge: -1

---

> Among the records above, which one has the highest calculated total energy?

C4H6CrO3

---

> Among the records above, which one has the lowest calculated total energy?

C26H53AlNO22S5